1.
Here is a molecular structure, C41H79Cl22N2O5S2 in a non-equilibrium geometry from the Open Molecules 2025 dataset. Energies are from ωB97M-V/def2-TZVPD.

* net charge: -1
* Kohn-Sham gap: 7.1 eV
* strongest force on any atom: 1.712 eV/A

Geometry (Å):
C (-5.975014, 8.790407, -1.509717)
C (-5.267762, 7.547235, -0.944450)
C (-5.532938, 6.286394, -1.797957)
O (-4.329958, 5.755894, -2.367413)
S (-3.792508, 4.414668, -1.656281)
O (-3.627505, 4.766952, -0.256775)
O (-2.579223, 4.097125, -2.349989)
N (-5.032846, 3.446681, -1.888021)
S (-4.822525, 1.850354, -1.898814)
O (-3.850412, 1.357979, -2.847646)
O (-6.142751, 1.271863, -2.069622)
C (-4.308399, 1.340852, -0.262915)
C (-2.853973, 1.657387, 0.105802)
C (-1.922571, 0.439413, 0.128206)
C (-1.270013, 0.116727, -1.221381)
C (0.097856, 0.804548, -1.394221)
C (1.241120, -0.040070, -0.825350)
C (1.721142, -1.151929, -1.786677)
C (3.186737, -0.986791, -2.227218)
C (3.472590, -1.771492, -3.521430)
C (4.495829, -1.166819, -4.491396)
C (4.388121, 0.350622, -4.798380)
C (4.311798, 0.623700, -6.304361)
N (2.982794, 0.398481, -6.845531)
C (1.899729, -0.059665, -6.168496)
C (0.812130, -0.185203, -6.989549)
C (1.270624, 0.249810, -8.278665)
C (2.585371, 0.602554, -8.144181)
H (-6.948127, 8.535805, -1.932220)
H (-5.366738, 9.294859, -2.259944)
H (-6.172623, 9.488490, -0.692035)
H (-4.196834, 7.717404, -0.861961)
H (-5.674551, 7.342207, 0.046730)
H (-6.172271, 6.559104, -2.640078)
H (-6.071719, 5.543358, -1.215153)
H (-4.470753, 0.260664, -0.258919)
H (-5.033166, 1.755906, 0.436233)
H (-2.858126, 2.089315, 1.107623)
H (-2.407866, 2.417349, -0.534345)
H (-2.455856, -0.429936, 0.527683)
H (-1.116302, 0.634442, 0.846974)
H (-1.111945, -0.968811, -1.272141)
H (-1.908787, 0.374393, -2.065230)
H (0.236478, 0.984426, -2.465780)
H (0.066121, 1.798252, -0.937521)
H (0.860790, -0.514669, 0.084944)
H (2.076851, 0.608363, -0.546944)
H (1.609304, -2.114315, -1.279015)
H (1.052575, -1.180336, -2.652422)
H (3.408926, 0.079400, -2.290236)
H (3.787395, -1.420514, -1.425357)
H (3.884738, -2.737298, -3.207322)
H (2.531863, -2.009246, -4.018694)
H (4.351232, -1.681090, -5.448435)
H (5.513427, -1.399529, -4.172706)
H (3.544864, 0.839916, -4.315445)
H (5.311272, 0.828820, -4.465269)
H (5.027939, -0.014424, -6.828371)
H (4.589263, 1.666630, -6.479558)
H (1.822560, -0.300720, -5.121125)
H (-0.174003, -0.525845, -6.729389)
H (0.667007, 0.308291, -9.169950)
H (3.248936, 0.990240, -8.901200)
Cl (4.530428, -0.739371, 1.327189)
C (6.176284, -1.411019, 1.385824)
C (7.197522, -0.458379, 0.819310)
Cl (7.009960, -0.247890, -0.941206)
H (6.171961, -2.353989, 0.843608)
H (6.402561, -1.613080, 2.431950)
H (8.198920, -0.851770, 0.988361)
H (7.124135, 0.521963, 1.283171)
Cl (-0.558888, -3.747265, -3.985120)
C (0.400637, -5.013758, -4.798136)
C (1.759709, -4.511045, -5.204185)
Cl (1.656424, -3.281842, -6.493902)
H (-0.166324, -5.365637, -5.657410)
H (0.509137, -5.831350, -4.091923)
H (2.375355, -5.334718, -5.571009)
H (2.277026, -4.054054, -4.363361)
Cl (-3.368230, 5.933213, 4.072897)
C (-1.790230, 5.828050, 3.242726)
C (-1.717436, 4.657543, 2.298559)
Cl (-1.708460, 3.097923, 3.180089)
H (-1.016423, 5.764778, 4.004817)
H (-1.663763, 6.755735, 2.686320)
H (-0.790830, 4.703701, 1.728105)
H (-2.548204, 4.638503, 1.595858)
Cl (-1.304423, 4.953683, 7.146632)
C (0.317880, 4.233679, 7.284811)
C (1.376624, 5.123047, 6.686194)
Cl (1.219128, 5.217424, 4.915361)
H (0.293703, 3.260204, 6.800723)
H (0.513167, 4.089294, 8.346800)
H (2.365415, 4.718947, 6.898340)
H (1.319526, 6.132514, 7.085935)
Cl (-5.811521, 7.147183, 6.787075)
C (-4.529733, 6.684831, 7.936736)
C (-4.484006, 7.591777, 9.135553)
Cl (-3.925508, 9.238083, 8.722840)
H (-3.583959, 6.684049, 7.399657)
H (-4.749607, 5.669302, 8.254484)
H (-3.781197, 7.192949, 9.865988)
H (-5.459353, 7.679623, 9.604838)
Cl (0.370803, -7.879295, -2.320704)
C (1.335427, -9.223738, -2.984580)
C (2.685046, -8.743812, -3.446399)
Cl (2.579253, -7.628912, -4.832360)
H (0.758140, -9.672821, -3.789089)
H (1.469955, -9.962962, -2.196567)
H (3.294322, -9.594449, -3.750327)
H (3.202538, -8.207428, -2.655208)
Cl (-2.967317, 2.839942, 9.396167)
C (-3.863699, 1.790242, 8.268820)
C (-3.225597, 0.432230, 8.135565)
Cl (-1.646389, 0.508315, 7.311811)
H (-3.914442, 2.303204, 7.310701)
H (-4.874312, 1.687856, 8.661646)
H (-3.866338, -0.213456, 7.537338)
H (-3.071545, -0.030397, 9.107344)
Cl (2.497639, -6.158271, 2.298505)
C (1.426484, -4.873577, 1.669722)
C (1.037064, -5.110106, 0.234230)
Cl (2.419433, -4.928302, -0.870917)
H (1.941271, -3.923761, 1.789248)
H (0.535582, -4.869507, 2.295177)
H (0.288870, -4.377290, -0.066123)
H (0.625057, -6.106465, 0.091178)
Cl (5.173449, -5.176486, -2.746591)
C (6.597403, -5.975641, -2.037857)
C (6.455498, -7.474884, -1.995613)
Cl (5.214209, -7.992810, -0.823118)
H (6.748321, -5.568078, -1.041069)
H (7.450976, -5.705871, -2.658142)
H (7.395958, -7.922171, -1.677741)
H (6.189504, -7.876481, -2.970825)
Cl (4.604238, -9.059370, -8.423884)
C (3.342983, -10.186459, -8.982773)
C (2.288313, -10.424705, -7.933549)
Cl (2.925186, -11.335505, -6.538374)
H (3.829279, -11.114169, -9.273817)
H (2.883870, -9.740637, -9.863599)
H (1.476655, -11.014943, -8.355600)
H (1.881369, -9.488461, -7.558769)
Cl (-6.301075, 7.008135, 12.405727)
C (-6.969869, 5.357391, 12.465488)
C (-6.165268, 4.381120, 11.647362)
Cl (-6.300699, 4.683311, 9.895517)
H (-8.001676, 5.403215, 12.126513)
H (-6.958014, 5.049824, 13.509903)
H (-6.534508, 3.371715, 11.822109)
H (-5.110068, 4.413314, 11.908032)

Cartesian forces (eV/Å) of the 2 atoms listed first:
0.149 -0.055 0.552
-0.651 -0.251 -0.320

2.
Here is 2 unconnected molecules or ions with the total composition C3H5FS in a non-equilibrium geometry from the Open Molecules 2025 dataset. Energies are from ωB97M-V/def2-TZVPD.

* energy above the lowest of the compared OMol25 structures with the same formula, charge and spin: 87.4 kcal per mole
* Kohn-Sham gap (spin up / spin down): 6.9 / 6.9 eV
* strongest force on any atom: 4.726 eV/A

Geometry (Å):
C (-1.168963, -0.168711, 0.720608)
C (0.873192, 0.636193, -0.639294)
C (0.246267, -0.104838, 0.467097)
F (0.075610, -2.272141, -0.228124)
S (-2.396661, 0.426372, -0.206025)
H (-1.607947, -0.685216, 1.497128)
H (0.955454, 1.622637, -0.399173)
H (0.216718, 0.783343, -1.589714)
H (1.770083, 0.116370, -0.733668)
H (1.036243, -0.354008, 1.111168)

Cartesian forces (eV/Å) of the 2 atoms listed first:
-1.333 0.820 -1.824
-3.684 -1.895 -2.274

3.
Here is a single C6H4O molecule in a non-equilibrium geometry from the Open Molecules 2025 dataset. Energies are from ωB97M-V/def2-TZVPD.

* energy above the lowest of the compared OMol25 structures with the same formula, charge and spin: 134.1 kcal per mole
* Kohn-Sham gap: 8.8 eV
* strongest force on any atom: 1.374 eV/A

Geometry (Å):
C (1.085678, 0.129307, 0.485002)
C (1.719094, -0.914760, -0.542210)
C (1.276953, 0.219680, -1.050795)
C (0.268033, 1.038102, -0.449527)
C (-0.730437, 0.272532, 0.265380)
C (-1.247989, -1.072097, -0.099761)
O (-0.912849, -1.703237, -1.071776)
H (1.635830, 0.537765, 1.331261)
H (0.310771, 2.115880, -0.374843)
H (-1.449784, 0.864248, 0.857501)
H (-1.955297, -1.487425, 0.649767)

Cartesian forces (eV/Å) of the 2 atoms listed first:
-1.003 0.203 0.918
-0.499 0.438 -0.244

no.,energy (eV),M (g mol⁻¹)
1,-354184.1871,1524.2
2,-16740.3831,92.1
3,-8326.6236,92.1